Record 1
# C4H3AgO6

C4H3AgO6 as an isolated structure at a distorted geometry (wB97M-V/def2-TZVPD, OMol25).

Structure (XYZ):
```
14
Properties=species:S:1:pos:R:3:mulliken_spin:R:1
C -0.995 -2.015 -0.173 -0.0001
C -1.719 -0.892 -0.155 0.0006
O -1.236 0.243 0.421 0.0005
C -2.011 1.438 0.446 -0.0001
O -3.169 1.399 0.065 0.0000
O -1.293 2.376 0.854 -0.0003
H -0.161 -2.154 0.514 -0.0001
H -2.646 -0.757 -0.712 0.0000
H -1.334 -2.846 -0.792 0.0000
O 2.756 -0.593 -0.819 0.5273
O 4.580 0.448 -0.895 0.4829
O 3.005 1.191 0.495 0.0561
C 3.430 0.388 -0.364 -0.0609
Ag 0.794 1.774 1.115 -0.0059
```

Calculated values
**Charge**: -1
**2S+1**: 2
**Molecular weight**: 254.93 g/mol
**Electronic energy**: -20481.6041 eV
**Strongest force on any atom**: 1.44 eV Å⁻¹

Record 2
# C4H3BF4O4S2TeV

C4H3BF4O4S2TeV as an isolated structure at a distorted geometry (wB97M-V/def2-TZVPD, OMol25).

Structure (XYZ):
```
20
Properties=species:S:1:pos:R:3:mulliken_spin:R:1
V -0.973 0.617 -1.303 3.0066
O -2.068 -1.577 -3.740 0.0028
S -2.342 -0.183 -3.451 -0.0123
O -3.270 0.459 -4.361 0.0013
O -1.024 0.605 -3.347 -0.0007
O -2.795 -0.019 -1.991 0.0021
Te 0.100 -1.823 -0.988 -0.0217
C 1.197 -1.618 0.797 0.0066
C 0.764 -1.628 2.098 -0.0051
C 1.811 -1.510 3.054 0.0024
C 3.043 -1.428 2.476 -0.0022
S 2.899 -1.408 0.770 -0.0009
H -0.284 -1.712 2.350 -0.0001
H 1.658 -1.499 4.126 0.0000
H 3.996 -1.332 2.972 -0.0001
F 0.186 2.941 -1.076 0.0042
B -0.540 2.870 0.129 0.0029
F -0.187 3.838 1.035 0.0020
F -1.902 2.868 -0.187 0.0015
F -0.267 1.537 0.638 0.0108
```

Calculated values
**Charge**: -2
**Energy relative to the best compared isomer or geometry (same formula, charge and spin)**: 0.1376 eV
**2S+1**: 4
**Molecular weight**: 444.55 g/mol
**Electronic energy**: -78594.1493 eV
**Strongest force on any atom**: 1.12 eV Å⁻¹

Record 3
# C4H3BrN2O3S

C4H3BrN2O3S as an isolated structure at a distorted geometry (wB97M-V/def2-TZVPD, OMol25).

Structure (XYZ):
```
14
Properties=species:S:1:pos:R:3:lowdin_charge:R:1
C 1.248 0.374 -0.966 -0.0960
C -0.395 2.206 -0.038 -0.3089
C 0.573 1.063 0.207 -0.3913
C 0.380 -1.374 -0.036 -0.4645
N 1.121 -0.884 -0.959 0.1070
N -0.289 -2.541 0.224 -0.4325
O -0.025 -3.581 -0.285 0.1352
O -0.450 2.808 -1.058 0.1004
O -1.143 -2.374 1.083 -0.1400
S -0.351 -0.266 1.092 0.9527
Br -2.873 -0.017 0.906 0.1831
H 1.954 0.879 -1.664 0.1503
H -1.161 2.433 0.669 0.0822
H 1.412 1.273 0.826 0.1223
```

Calculated values
**Energy relative to the best compared isomer or geometry (same formula, charge and spin)**: 2.3649 eV
**2S+1**: 1
**Molecular weight**: 239.05 g/mol
**Electronic energy**: -94190.4956 eV
**Strongest force on any atom**: 4.93 eV Å⁻¹

Record 4
# C4H3Cl2EuLaN5O3

C4H3Cl2EuLaN5O3 as an isolated structure at a distorted geometry (wB97M-V/def2-TZVPD, OMol25).

Structure (XYZ):
```
19
Properties=species:S:1:pos:R:3:mulliken_spin:R:1
Eu -0.585 -0.648 -4.088 6.0921
La -0.239 0.187 -0.278 -0.0016
Cl -1.006 1.533 -2.571 -0.0396
Cl 0.521 -1.961 -1.962 -0.0274
C -0.740 -1.432 1.615 -0.0002
C -0.834 0.464 -6.470 -0.0120
C 0.081 -2.269 -6.105 -0.0118
O -1.090 -1.909 2.621 0.0001
O -0.781 0.524 -7.622 0.0009
O 0.457 -2.891 -7.007 -0.0005
N -0.730 1.561 4.586 -0.0001
N 0.064 0.981 3.643 0.0000
N 1.353 0.815 3.942 0.0000
C 1.857 0.502 2.780 0.0000
N 0.967 0.582 1.740 0.0001
N -0.233 0.964 2.356 0.0000
H -1.687 1.244 4.640 0.0000
H -0.250 1.540 5.487 0.0000
H 2.876 0.214 2.693 0.0000
```

Calculated values
**Charge**: +4
**2S+1**: 7
**Molecular weight**: 530.88 g/mol
**Electronic energy**: -62976.9234 eV
**Strongest force on any atom**: 7.90 eV Å⁻¹

Record 5
# C4H3Cl2FO3

One molecule with the formula C4H3Cl2FO3 at a distorted geometry (wB97M-V/def2-TZVPD, OMol25).

Structure (XYZ):
```
13
Properties=species:S:1:pos:R:3:lowdin_charge:R:1
C 1.790 0.028 0.206 -0.0818
C 0.756 -0.964 -0.248 -0.7217
Cl 1.296 -2.210 -1.294 0.7091
C -0.516 -0.918 0.161 -0.7776
Cl -1.713 -2.065 -0.261 0.7618
O -0.944 0.060 1.043 0.0453
C -1.660 1.097 0.552 -0.5209
O -2.559 1.589 1.126 0.2414
O -1.128 1.697 -0.588 0.1030
F -1.465 0.839 -1.677 -0.0040
H 1.586 1.028 -0.178 0.0843
H 2.778 -0.267 -0.136 0.0694
H 1.779 0.088 1.295 0.0919
```

Calculated values
**2S+1**: 1
**Molecular weight**: 188.97 g/mol
**Electronic energy**: -38096.8889 eV
**Strongest force on any atom**: 1.01 eV Å⁻¹

Record 6
# C4H3Cl2N

C4H3Cl2N as an isolated structure at a distorted geometry (wB97M-V/def2-TZVPD, OMol25).

Structure (XYZ):
```
10
Properties=species:S:1:pos:R:3:lowdin_charge:R:1
C 1.049 -0.535 0.004 -0.6622
C 1.750 0.685 -0.061 -0.7109
C -0.238 0.318 -0.065 -0.3917
C -1.622 -0.093 -0.005 -0.0465
N 0.416 1.420 0.012 0.1029
Cl 1.280 -2.231 0.106 0.6504
Cl 3.378 1.055 0.009 0.7236
H -1.689 -0.973 0.694 0.0949
H -2.001 -0.450 -1.024 0.1106
H -2.323 0.804 0.331 0.1289
```

Calculated values
**Energy relative to the best compared isomer or geometry (same formula, charge and spin)**: 3.6072 eV
**2S+1**: 1
**Molecular weight**: 135.98 g/mol
**Electronic energy**: -30727.8075 eV
**Strongest force on any atom**: 5.76 eV Å⁻¹